Entry 1:
# C22H39BFNO19PSSi2

A molecular structure, C22H39BFNO19PSSi2 at a distorted geometry (ωB97M-V/def2-TZVPD, OMol25).

CARTESIAN COORDINATES (ANGSTROEM)
1 C 3.18795 2.22048 1.09138
2 C 2.98392 1.26635 -0.17380
3 C 2.22015 2.11679 -1.29350
4 C 2.30218 -0.15607 0.16427
5 Si 0.56926 0.13461 0.99111
6 O -0.45150 0.74287 -0.25318
7 Si -1.80930 1.66062 0.31935
8 C -1.61576 2.42211 2.06186
9 C -0.48243 3.55872 2.17546
10 F -1.03186 4.83934 2.54857
11 B -3.52522 0.71395 0.28078
12 N -4.75180 1.59338 0.10569
13 O -3.65189 -0.72813 0.37487
14 C -2.00065 3.13628 -0.92861
15 O -2.84986 3.01245 -1.88112
16 O -1.24534 4.27927 -0.86674
17 P -0.03987 -1.89283 1.72811
18 S -1.02934 -2.88178 0.33164
19 H 3.88378 3.07035 0.74292
20 H 3.71733 1.72244 1.97008
21 H 2.23857 2.73824 1.45498
22 H 4.03346 1.03318 -0.61329
23 H 2.85352 3.00978 -1.64556
24 H 1.90819 1.46760 -2.19216
25 H 1.24995 2.58943 -0.88689
26 H 2.95569 -0.63464 0.98111
27 H 2.17300 -0.82298 -0.74927
28 H 0.82019 1.05530 2.09861
29 H -2.61434 2.95331 2.29560
30 H -1.49053 1.65511 2.90939
31 H 0.23406 3.21190 3.00537
32 H 0.11887 3.59127 1.20809
33 H -5.29750 1.29786 -0.71548
34 H -5.31904 1.60740 0.96242
35 H -3.75314 -1.02097 -0.56501
36 H -0.91568 -1.82536 2.85853
37 H 1.13662 -2.66272 2.07628
38 C -3.29416 -6.01554 3.21531
39 C -3.55656 -4.67960 3.84093
40 O -2.27710 -4.30277 4.33709
41 C -1.34924 -4.97833 3.60663
42 O -0.17178 -4.76788 3.65072
43 O -1.93108 -5.92106 2.81987
44 H -3.93631 -6.20789 2.35387
45 H -3.39883 -6.83995 3.92787
46 H -3.88720 -3.93381 3.11243
47 H -4.28699 -4.73338 4.64951
48 C 3.58379 -1.62752 -3.71175
49 C 4.51877 -1.22022 -4.81106
50 O 4.95733 0.06600 -4.39751
51 C 4.80383 0.12780 -3.04737
52 O 5.22955 1.00780 -2.35985
53 O 4.10331 -0.94118 -2.58076
54 H 3.58018 -2.70542 -3.54419
55 H 2.55785 -1.29210 -3.88832
56 H 5.38683 -1.88184 -4.88926
57 H 4.02418 -1.16853 -5.78185
58 C -0.56154 4.07048 -3.96780
59 C -1.30016 3.21844 -4.95109
60 O -0.35356 3.05208 -6.00478
61 C 0.88218 3.23798 -5.46625
62 O 1.91091 3.00577 -6.04020
63 O 0.80182 3.71744 -4.19896
64 H -0.85033 3.86209 -2.93658
65 H -0.68731 5.13975 -4.16228
66 H -1.55443 2.23558 -4.54490
67 H -2.20964 3.69634 -5.31642
68 C -2.06500 -8.83577 -0.75926
69 C -2.76052 -9.71051 0.24032
70 O -3.51858 -8.78198 1.00360
71 C -3.71438 -7.68566 0.22175
72 O -4.45236 -6.78505 0.49626
73 O -2.96431 -7.74540 -0.90937
74 H -1.90227 -9.33925 -1.71305
75 H -1.10812 -8.45628 -0.39007
76 H -3.44412 -10.42316 -0.23042
77 H -2.06154 -10.25666 0.87497
78 C 1.39656 6.46330 3.49462
79 C 1.94715 6.41202 2.10210
80 O 3.30052 6.81887 2.27999
81 C 3.63364 6.55426 3.57167
82 O 4.74633 6.62065 4.00967
83 O 2.54082 6.20403 4.30169
84 H 0.62399 5.71490 3.66417
85 H 0.99894 7.44952 3.75236
86 H 1.93281 5.40210 1.68253
87 H 1.42452 7.08462 1.42159

Computed properties:
max |F|: 0.097 hartree/bohr
lowest unoccupied orbital energy: 1.70 eV
HOMO level: -5.04 eV
orbital gap: 6.74 eV
total charge: -1
ΔE to the lowest compared entry with this formula, charge and spin: 0.000 eV

Entry 2:
# C31H43BCl3N6O4RuS3

A molecular structure, C31H43BCl3N6O4RuS3 at a distorted geometry (ωB97M-V/def2-TZVPD, OMol25).

CARTESIAN COORDINATES (ANGSTROEM)
1 Ru 0.61633 0.43740 -0.11478
2 C 3.33898 -0.06517 3.51256
3 C 3.01495 -1.55461 3.52433
4 C 3.04256 -2.03854 4.98003
5 C 4.06247 -2.28781 2.68068
6 N 1.66406 -1.92356 2.98173
7 C 1.34575 -3.26782 2.90202
8 C 0.06745 -3.36815 2.51004
9 N -0.43083 -2.09896 2.34581
10 B -1.90209 -1.96044 1.87646
11 N -2.07816 -2.46073 0.41488
12 C -3.33227 -2.81489 -0.01942
13 C -3.25763 -3.12260 -1.32625
14 N -1.94782 -2.94470 -1.72341
15 C -1.22973 -2.53586 -0.63730
16 S 0.44874 -2.18241 -0.61985
17 C -1.46145 -3.18992 -3.11619
18 C -0.46824 -4.35597 -3.09706
19 C -2.65759 -3.57474 -3.98397
20 C -0.83808 -1.91969 -3.70518
21 N -2.47550 -0.53161 2.02553
22 C -3.02736 -0.14736 3.22077
23 C -3.37891 1.14462 3.12242
24 N -3.05845 1.57526 1.84801
25 C -2.48937 0.52913 1.18740
26 S -1.91730 0.47159 -0.43242
27 C -3.29055 3.01635 1.50867
28 C -3.04644 3.39391 0.05105
29 C -2.33298 3.83225 2.38262
30 C -4.75661 3.32305 1.83597
31 C 0.55818 -1.20962 2.60929
32 S 0.35047 0.49729 2.53461
33 H 4.32373 0.05815 3.96563
34 H 2.62659 0.50528 4.09845
35 H 3.37342 0.35003 2.50736
36 H 4.00900 -1.80344 5.42489
37 H 2.87924 -3.11416 5.05604
38 H 2.26573 -1.52550 5.54883
39 H 5.05311 -1.92213 2.94735
40 H 3.90031 -2.08818 1.62324
41 H 4.04432 -3.36670 2.83784
42 H 2.05445 -4.04087 3.13022
43 H -0.53492 -4.24067 2.32623
44 H -2.55520 -2.67223 2.59176
45 H -4.17847 -2.81244 0.64526
46 H -4.03919 -3.43148 -1.99238
47 H -0.93902 -5.24783 -2.67787
48 H 0.40827 -4.11032 -2.50313
49 H -0.14455 -4.57730 -4.11436
50 H -3.13427 -4.49082 -3.63119
51 H -2.30374 -3.75307 -4.99731
52 H -3.39311 -2.76963 -4.01972
53 H 0.09546 -1.66509 -3.21822
54 H -1.51684 -1.07160 -3.59922
55 H -0.63505 -2.07323 -4.76582
56 H -3.11214 -0.82952 4.04780
57 H -3.81297 1.79231 3.86022
58 H -2.00203 3.28985 -0.22587
59 H -3.32006 4.44382 -0.06293
60 H -3.65675 2.80322 -0.62936
61 H -1.30768 3.51161 2.19236
62 H -2.54096 3.70562 3.44592
63 H -2.42179 4.88876 2.13136
64 H -5.41049 2.62171 1.31560
65 H -4.99897 4.33008 1.49979
66 H -4.96661 3.26938 2.90427
67 Cl 5.51834 -0.13589 -5.74477
68 C 4.12026 0.10691 -4.75193
69 C 4.16651 -0.21274 -3.40824
70 C 3.04986 0.01564 -2.62825
71 Cl 3.10163 -0.39564 -0.94821
72 C 1.84790 0.57977 -3.11505
73 O 0.81780 0.84531 -2.37746
74 C 1.85752 0.83619 -4.50838
75 Cl 0.40339 1.45882 -5.20897
76 C 2.95978 0.62110 -5.30996
77 H 5.06042 -0.62673 -2.96286
78 H 2.91209 0.84276 -6.36656
79 C 0.60514 4.84104 -0.22027
80 C 1.30524 3.61562 -0.78352
81 C 2.11254 3.93287 -2.03451
82 O 0.32557 2.60223 -1.04716
83 C 2.35606 3.10321 0.29664
84 O 3.17348 3.90766 0.72319
85 O 2.22992 1.87118 0.56911
86 H -0.00856 5.31367 -0.99122
87 H 1.35376 5.54094 0.14194
88 H -0.03434 4.54993 0.61443
89 H 1.49197 4.43023 -2.78512
90 H 2.52508 3.01658 -2.46711
91 H 2.94118 4.58467 -1.76616
92 H 0.56604 2.12535 -1.86176

Computed properties:
max |F|: 0.050 hartree/bohr
lowest unoccupied orbital energy (spin up / spin down): 0.35 / -1.48 eV
expectation value of S²: 8.76
spin multiplicity: 6
HOMO level (spin up / spin down): -7.65 / -7.83 eV
orbital gap (spin up / spin down): 8.00 / 6.35 eV
total charge: 0